No. 1
ORCA calculation (wB97M-V/def2-TZVPD) on a 3-piece molecular cluster, C3H14NO2 overall.

Computed properties:
energy relative to the best compared isomer or geometry (same formula, charge and spin): 165.3 kJ/mol
HOMO energy: -15.86 eV
LUMO level: -2.960 eV
frontier orbital gap: 12.90 eV
E_tot: -8916.0724 eV

Geometry as ORCA input:
```
! RIJCOSX wB97M-V def2-TZVPD def2/J DEFGRID3
* xyz 1 1
C 1.5620 -1.3137 0.0668
C 0.3388 -0.8909 0.9807
N -0.4286 0.2479 0.2473
C -1.6396 0.8979 0.9415
H 1.1650 -1.1781 -0.9963
H 1.6064 -2.3607 0.3587
H 2.4093 -0.7402 0.2776
H 0.7797 -0.3109 1.9623
H -0.4069 -1.7217 1.3336
H 0.2135 1.0972 0.0488
H -0.7459 0.0157 -0.7538
H -1.3173 1.4205 1.8455
H -2.2799 1.3782 0.1315
H -2.3830 0.0222 1.2843
H -2.0646 -0.8186 -2.9895
H -0.9668 -1.7053 -2.3478
O -1.4671 -0.9174 -2.2161
H 1.8994 2.3806 -0.8779
H 1.9990 2.6016 0.6661
O 1.7266 1.8957 0.0367
*
```


No. 2
ORCA calculation (wB97M-V/def2-TZVPD) on a 2-piece molecular cluster, C3H12N2OS overall.

Computed properties:
energy relative to the best compared isomer or geometry (same formula, charge and spin): 12.6 kJ/mol
HOMO energy: -9.15 eV
LUMO level: 0.796 eV
frontier orbital gap: 9.94 eV
E_tot: -19168.6101 eV
SMILES: NC[C@@H](N)CS.O

Geometry as ORCA input:
```
! RIJCOSX wB97M-V def2-TZVPD def2/J DEFGRID3
* xyz 0 1
N -1.3926 -1.5784 -1.2208
C -0.5219 -1.6617 -0.0868
C 0.3242 -0.4236 0.2057
N -0.5403 0.7162 0.4311
C 1.2599 -0.7366 1.3693
S 2.4133 0.6138 1.7554
H -1.8994 -0.7004 -1.1684
H -0.9013 -1.5156 -2.1033
H -1.1270 -1.7974 0.8182
H 0.1359 -2.5300 -0.1520
H 0.9904 -0.1686 -0.6249
H -0.9768 0.6885 1.3503
H 0.0033 1.5777 0.4681
H 0.6882 -0.9122 2.2882
H 1.8231 -1.6496 1.1990
H 2.9993 0.6294 0.5512
O -0.8331 3.4280 -1.5923
H -1.0060 2.5874 -1.1484
H -1.4390 3.4331 -2.3396
*
```


No. 3
ORCA calculation (wB97M-V/def2-TZVPD) on C39H36BClCsN8PS3 as an isolated structure.

Computed properties:
energy relative to the best compared isomer or geometry (same formula, charge and spin): 131.7 kJ/mol
HOMO energy: -6.59 eV
LUMO level: -0.004 eV
frontier orbital gap: 6.58 eV
E_tot: -108492.1753 eV

Geometry as ORCA input:
```
! RIJCOSX wB97M-V def2-TZVPD def2/J DEFGRID3
* xyz 0 1
Cs 0.3793 -0.9376 0.5647
C 4.8500 -0.3457 -3.6497
N 3.7573 -1.2663 -3.7145
C 3.4331 -2.1136 -4.7465
C 2.3307 -2.7919 -4.3575
N 1.9669 -2.3860 -3.1022
B 0.7944 -3.0168 -2.2945
N 1.3045 -4.3917 -1.7788
C 1.6167 -5.4436 -2.5978
C 2.1429 -6.4442 -1.8583
N 2.1516 -6.0111 -0.5545
C 2.6466 -6.7261 0.5819
C 1.6263 -4.7510 -0.5188
S 1.4072 -3.9402 0.9186
C 2.8468 -1.4421 -2.7110
S 2.9147 -0.5172 -1.3263
H 5.2621 -0.1965 -4.6456
H 5.6299 -0.7197 -2.9805
H 4.4908 0.6016 -3.2409
H 4.0056 -2.1512 -5.6506
H 1.7634 -3.5263 -4.8915
H -0.1251 -3.1989 -3.0469
H 0.5158 -2.3105 -1.3723
H 1.4288 -5.4089 -3.6512
H 2.4992 -7.4166 -2.1325
H 2.6820 -7.7895 0.3511
H 1.9834 -6.5456 1.4299
H 3.6484 -6.3775 0.8519
Cl -1.3605 -2.4036 2.7700
C -3.0479 -2.3249 3.0950
C -3.7229 -3.3835 3.6725
C -5.0770 -3.2517 3.9371
C -5.7462 -2.0832 3.6120
C -5.0656 -1.0303 3.0257
C -3.7021 -1.1345 2.7729
P -2.6584 0.1428 1.9800
C -1.9837 0.9798 3.4557
C -1.9030 0.3865 4.7095
C -1.2556 1.0412 5.7447
C -0.7182 2.3025 5.5468
C -0.8216 2.9133 4.3056
C -1.4371 2.2485 3.2623
C -3.9634 1.3351 1.5042
C -4.4965 2.3104 2.3417
C -5.4677 3.1732 1.8664
C -5.9274 3.0589 0.5639
C -5.4134 2.0798 -0.2701
C -4.4321 1.2252 0.1974
H -3.1961 -4.2947 3.9110
H -5.6084 -4.0686 4.3985
H -6.8028 -1.9928 3.8162
H -5.5915 -0.1220 2.7699
H -2.3305 -0.5917 4.8775
H -1.1648 0.5552 6.7061
H -0.2122 2.8076 6.3551
H -0.4147 3.9050 4.1545
H -1.5039 2.7064 2.2834
H -4.1541 2.3986 3.3637
H -5.8730 3.9381 2.5146
H -6.6893 3.7312 0.1982
H -5.7741 1.9868 -1.2839
H -4.0157 0.4599 -0.4474
S 3.1531 0.4423 5.6375
C 4.2799 -0.1621 4.4856
C 3.6284 -0.5918 3.3719
N 2.2823 -0.4486 3.4084
C 1.8866 0.0664 4.5132
H 5.3309 -0.1655 4.6963
H 4.0842 -1.0278 2.5003
H 0.8607 0.2599 4.7614
N 2.4853 5.9452 -8.4432
C 2.2028 5.5032 -7.4241
C 1.8657 4.9608 -6.1635
C 2.1581 3.6242 -5.8859
C 1.8707 3.0922 -4.6447
C 1.2815 3.8887 -3.6621
C 0.9705 5.2191 -3.9499
C 1.2613 5.7540 -5.1878
N 0.9961 3.3702 -2.3944
C 1.0422 4.0556 -1.2047
C 0.6033 3.1894 -0.2503
N 0.2728 1.9976 -0.8217
C 0.5267 2.1276 -2.0895
H 2.6236 3.0162 -6.6470
H 2.1185 2.0643 -4.4252
H 0.4875 5.8340 -3.2057
H 1.0253 6.7847 -5.4055
H 1.4150 5.0574 -1.1409
H 0.5009 3.3403 0.8056
H 0.3642 1.3625 -2.8206
*
```


No. 4
ORCA calculation (wB97M-V/def2-TZVPD) on one molecule with the formula C2H3FO2.

Computed properties:
energy relative to the best compared isomer or geometry (same formula, charge and spin): 83.4 kJ/mol
HOMO energy: -10.90 eV
LUMO level: 0.544 eV
frontier orbital gap: 11.44 eV
E_tot: -8934.1312 eV
SMILES: O=C(O)CF

Geometry as ORCA input:
```
! RIJCOSX wB97M-V def2-TZVPD def2/J DEFGRID3
* xyz 0 1
O -0.7981 1.5792 0.0705
C -0.4300 0.4253 0.1031
O -1.4596 -0.5192 -0.1266
C 0.9725 -0.3388 0.2173
F 2.0022 0.5400 -0.2487
H -2.1692 0.0637 -0.7246
H 0.8528 -1.1013 -0.5301
H 1.0292 -0.6489 1.2389
*
```


No. 5
ORCA calculation (wB97M-V/def2-TZVPD) on one molecule with the formula C4HNO.

Computed properties:
energy relative to the best compared isomer or geometry (same formula, charge and spin): 298.6 kJ/mol
HOMO energy: -10.08 eV
LUMO level: -1.616 eV
frontier orbital gap: 8.46 eV
E_tot: -7695.4746 eV

Geometry as ORCA input:
```
! RIJCOSX wB97M-V def2-TZVPD def2/J DEFGRID3
* xyz 0 1
O -1.0133 -0.3576 -0.2328
C -0.1450 0.3060 0.5759
C 1.1639 0.0157 0.1279
C 2.3454 -0.0107 -0.1491
C -2.2790 -0.0797 -0.0074
N -3.4079 0.1444 0.1061
H 3.3790 -0.0433 -0.4200
*
```


No. 6
ORCA calculation (wB97M-V/def2-TZVPD) on a 2-piece molecular cluster, C4H11NS overall.

Computed properties:
energy relative to the best compared isomer or geometry (same formula, charge and spin): 372.6 kJ/mol
HOMO energy: -5.74 eV
LUMO level: -0.465 eV
frontier orbital gap: 5.27 eV
E_tot: -16647.9318 eV

Geometry as ORCA input:
```
! RIJCOSX wB97M-V def2-TZVPD def2/J DEFGRID3
* xyz 0 1
C -2.1888 1.3399 0.1964
C -1.6338 1.4559 -1.2341
S -0.0177 0.6414 -1.4304
H -3.2459 1.0502 0.2568
H -2.1395 2.3360 0.6376
H -1.6564 0.6185 0.8088
H -1.4151 2.5195 -1.3935
H -2.3973 1.3396 -2.0089
C 1.1876 -1.2522 1.6626
C 2.3807 -0.7131 1.6302
N 0.8521 -2.2955 0.6682
H 0.4162 -1.0362 2.3764
H 2.8263 -0.1361 2.4289
H 3.0851 -0.9044 0.8296
H 1.1610 -2.0259 -0.2794
H 1.1821 -3.1674 1.0877
H -0.1504 -2.4597 0.5263
*
```


What is the HOMO energy in the fourth record? -10.90 eV